1.
{"formula": "H20O10", "method": "wB97M-V/def2-TZVPD", "energy_ha": -764.347296, "smiles": "O.O.O.O.O.O.O.O.O.O", "e_homo_ev": -11.4089, "relative_energy_ev": 3.663, "species": ["O", "H", "H", "O", "H", "H", "O", "H", "H", "O", "H", "H", "O", "H", "H", "O", "H", "H", "O", "H", "H", "O", "H", "H", "O", "H", "H", "O", "H", "H"], "positions_angstrom": [[3.0418, -3.3053, -1.6114], [2.5828, -2.7878, -2.2730], [3.6419, -2.6859, -1.1960], [-1.0549, 0.1197, -0.0363], [-0.7556, 0.5582, -0.8328], [-0.2871, 0.1102, 0.5353], [-2.0378, 0.0104, 6.0209], [-2.3639, 0.7891, 5.5699], [-2.5886, -0.0640, 6.8001], [0.9868, 5.2130, -0.4123], [0.5440, 4.9627, 0.3986], [0.8857, 6.1637, -0.4574], [2.3557, -0.6325, 4.8834], [1.4222, -0.7220, 5.0753], [2.7904, -0.8129, 5.7168], [-6.9517, -1.0570, -2.6961], [-7.1076, -1.9827, -2.8830], [-6.1260, -1.0457, -2.2120], [4.5989, 0.0823, 1.1223], [4.0442, -0.1951, 1.8514], [5.4927, -0.0097, 1.4523], [-1.0315, 1.3935, -7.3499], [-0.7722, 0.7919, -8.0479], [-0.3824, 1.2547, -6.6602], [2.6463, 0.9001, -3.7781], [3.4143, 0.4532, -4.1340], [3.0069, 1.5925, -3.2242], [-3.6219, -3.2461, 2.9423], [-3.6296, -2.7319, 2.1350], [-2.7439, -3.1167, 3.3009]], "forces_ev_per_a": [[0.0, -0.3, 0.0], [-0.2, 0.1, -0.2], [0.2, 0.2, 0.2], [-0.3, -0.1, 0.1], [0.1, 0.1, -0.2], [0.2, 0.0, 0.1], [0.3, -0.1, -0.1], [-0.1, 0.2, -0.2], [-0.1, -0.1, 0.2], [0.1, -0.2, -0.1], [-0.1, -0.1, 0.2], [0.0, 0.2, -0.1], [0.2, 0.1, -0.3], [-0.3, 0.0, 0.0], [0.1, 0.0, 0.2], [-0.1, 0.2, -0.1], [-0.1, -0.2, -0.1], [0.2, 0.1, 0.1], [-0.1, 0.0, -0.3], [-0.2, -0.1, 0.3], [0.2, 0.0, 0.1], [-0.2, 0.1, 0.0], [0.0, -0.1, -0.2], [0.2, 0.0, 0.2], [-0.3, -0.1, -0.1], [0.2, -0.1, -0.1], [0.0, 0.2, 0.2], [-0.2, -0.1, 0.1], [0.0, 0.1, -0.2], [0.2, 0.0, 0.1]], "nbo_charge": [-0.939, 0.468, 0.470, -0.941, 0.472, 0.468, -0.941, 0.470, 0.471, -0.936, 0.468, 0.468, -0.945, 0.475, 0.470, -0.934, 0.467, 0.468, -0.944, 0.476, 0.468, -0.936, 0.466, 0.470, -0.941, 0.468, 0.474, -0.937, 0.469, 0.468]}

***

2.
{"formula": "H20O10", "method": "wB97M-V/def2-TZVPD", "energy_ha": -764.369440, "smiles": "O.O.O.O.O.O.O.O.O.O", "e_homo_ev": -10.3901, "relative_energy_ev": 3.061, "species": ["O", "H", "H", "O", "H", "H", "O", "H", "H", "O", "H", "H", "O", "H", "H", "O", "H", "H", "O", "H", "H", "O", "H", "H", "O", "H", "H", "O", "H", "H"], "positions_angstrom": [[37.2425, -0.0513, -16.2053], [36.8680, -0.9142, -16.3826], [37.9085, -0.2115, -15.5367], [36.1912, 3.9758, -13.0033], [36.8669, 4.5090, -12.5845], [36.1898, 4.2638, -13.9161], [36.1073, 6.6340, -17.4038], [36.3910, 6.9603, -18.2578], [36.8847, 6.2126, -17.0375], [38.5706, 6.1104, -16.3803], [39.3128, 6.5123, -15.9288], [38.5437, 5.2137, -16.0465], [40.0554, 4.3922, -13.9503], [39.5269, 3.6679, -14.2856], [39.4664, 4.8681, -13.3648], [35.4545, 3.8425, -15.7304], [34.6215, 4.2228, -15.4518], [35.2115, 3.1797, -16.3769], [35.6072, 1.1522, -17.9875], [34.9552, 0.4579, -18.0819], [36.2732, 0.7791, -17.4100], [38.9222, 0.6009, -18.2887], [38.3401, 0.4383, -17.5464], [39.7367, 0.9095, -17.8917], [40.7580, 0.7698, -15.9910], [40.1879, 0.3279, -15.3618], [41.2446, 0.0615, -16.4126], [38.1075, 3.2688, -15.5306], [37.2549, 3.5893, -15.8247], [38.0990, 2.3353, -15.7418]], "forces_ev_per_a": [[0.0, -0.1, 0.5], [-0.2, -0.4, -0.1], [0.1, 0.0, 0.3], [-0.1, 0.0, 0.4], [0.1, 0.1, 0.2], [0.0, -0.2, -0.4], [-0.9, 0.0, -0.2], [0.1, 0.1, -0.1], [0.4, 0.2, 0.2], [0.0, 0.1, -0.1], [0.2, 0.1, 0.1], [0.4, -0.5, 0.1], [0.6, 0.3, 0.2], [-0.3, -0.1, -0.3], [-0.1, 0.1, 0.2], [0.0, 0.0, 0.0], [-0.2, 0.3, 0.0], [-0.1, -0.4, -0.5], [-0.4, 0.4, -0.1], [-0.3, -0.1, -0.1], [0.2, 0.2, 0.1], [0.1, -0.1, -0.7], [0.0, -0.1, 0.0], [0.2, 0.2, 0.1], [-0.1, 0.3, 0.0], [0.1, -0.1, 0.3], [0.3, -0.2, -0.1], [0.6, -0.2, 0.0], [-0.7, 0.1, 0.1], [0.0, -0.1, -0.2]], "nbo_charge": [-0.955, 0.498, 0.491, -0.944, 0.459, 0.480, -0.965, 0.461, 0.488, -0.971, 0.489, 0.491, -0.955, 0.490, 0.457, -0.982, 0.498, 0.504, -0.950, 0.463, 0.474, -0.962, 0.462, 0.476, -0.930, 0.457, 0.479, -0.983, 0.503, 0.476]}

***

3.
{"formula": "H20O10", "method": "wB97M-V/def2-TZVPD", "energy_ha": -764.005301, "e_homo_ev": -8.3778, "relative_energy_ev": 12.969, "species": ["O", "H", "H", "O", "H", "H", "O", "H", "H", "O", "H", "H", "O", "H", "H", "O", "H", "H", "O", "H", "H", "O", "H", "H", "O", "H", "H", "O", "H", "H"], "positions_angstrom": [[0.8413, 1.5165, 2.2849], [0.9762, 0.8582, 1.6032], [0.1024, 1.1855, 2.7954], [3.2330, 0.8104, -0.2559], [2.5317, 0.4280, 0.2715], [2.9953, 0.6014, -1.1592], [-1.2715, -0.9038, -0.8477], [-1.1316, -1.2795, -1.7169], [-0.9411, -1.5682, -0.2430], [1.3827, -2.3815, 1.4546], [2.1297, -2.8341, 1.8463], [1.2738, -1.5933, 1.9866], [-2.5169, 0.4090, 0.2792], [-2.3649, 0.2340, 1.2080], [-2.0968, -0.3216, -0.1745], [0.6559, -0.0272, 0.4100], [0.6983, -0.8445, 0.9064], [-0.1175, -0.1237, -0.1457], [-2.0160, 1.2970, -1.2772], [-1.3746, 0.5997, -1.4141], [-2.0397, 1.7681, -2.1101], [0.1085, 0.5900, -1.8688], [1.0112, 0.8396, -2.0664], [-0.0388, -0.2043, -2.3824], [-0.1359, 2.7260, -0.3900], [-0.0405, 1.8251, -0.6991], [0.0044, 3.2634, -1.1696], [-0.5294, -2.1873, 0.5923], [0.0570, -2.2416, 1.3469], [-1.3861, -2.4414, 0.9354]], "forces_ev_per_a": [[0.6, 0.6, 1.8], [-0.4, 0.5, -0.4], [-0.3, 0.2, 0.1], [0.7, 0.1, -0.1], [-0.4, 0.1, -0.1], [0.1, -0.1, -0.1], [0.0, -1.8, -7.2], [-0.6, -0.4, -0.3], [0.6, -0.2, -0.3], [3.4, -0.6, 1.6], [0.4, -0.3, 0.2], [1.2, 0.4, 1.2], [-3.4, -0.2, 7.1], [-0.2, -0.1, 1.0], [-1.9, 0.6, 0.5], [1.8, -0.7, 0.9], [0.0, 1.1, -1.2], [-0.3, 0.4, -0.3], [-1.3, 3.0, -4.9], [-1.2, 1.3, 0.0], [0.3, 0.4, -0.7], [3.0, 0.0, -2.8], [0.4, 0.3, -0.1], [0.4, 0.1, -0.4], [1.0, 1.0, 0.6], [-0.4, 0.6, 0.3], [0.0, 0.2, -0.1], [-2.2, -4.8, 3.6], [-0.3, -1.3, 0.0], [-0.7, -0.4, 0.2]], "nbo_charge": [-0.951, 0.462, 0.444, -0.932, 0.481, 0.444, -0.921, 0.467, 0.458, -0.906, 0.522, 0.475, -0.926, 0.405, 0.434, -0.972, 0.434, 0.514, -0.916, 0.450, 0.423, -0.935, 0.496, 0.472, -0.921, 0.463, 0.445, -0.894, 0.490, 0.496]}